1.
{"formula": "C20H23N3O2S", "method": "ωB97M-V with the def2-TZVPD basis set", "energy_ha": -1488.87682, "lumo_energy_ev": 0.560, "spin_multiplicity": 1, "smiles": "CCc1ccc(C2=NN(CCC(=O)NCc3cccs3)C(=O)CC2)cc1", "homo_ev": -8.2, "homo_lumo_gap_ev": 8.78, "relative_energy_kcal_mol": 20.7, "symbols": ["C", "C", "H", "H", "H", "C", "H", "C", "O", "H", "C", "H", "H", "H", "C", "C", "C", "C", "H", "N", "H", "C", "H", "C", "C", "C", "H", "C", "N", "H", "H", "C", "H", "H", "H", "H", "H", "C", "C", "S", "C", "N", "C", "H", "H", "O", "H", "H", "C"], "xyz": [[-3.498634, 0.486774, -3.655260], [2.585696, -2.538053, 3.469856], [-5.443114, 0.864670, -4.453187], [-2.521742, 2.637669, -1.234851], [1.920579, -2.165317, -1.029211], [2.803407, -0.339187, -0.318466], [0.528789, 1.249370, 5.878747], [1.240628, 0.557839, 5.473367], [1.027825, -2.899024, 1.180022], [3.737676, -1.555756, 2.012266], [-1.551747, -0.345278, -2.505378], [3.588391, 0.007011, 0.357279], [-0.797422, -1.102095, -2.362331], [4.264103, -0.668291, 4.884506], [2.104346, -2.351229, 1.073598], [0.043666, 1.201664, 1.732178], [2.641089, -1.861557, -0.268880], [-4.523392, 0.352828, -4.743535], [-4.227480, 2.373517, -2.959855], [0.571338, 0.231931, -0.808247], [-0.279012, 2.793370, 0.303084], [3.200545, -0.508953, 4.913265], [3.406818, -3.114878, 3.911095], [-2.517941, -0.483890, -3.478786], [1.450592, 0.790745, 1.363878], [-0.694106, 1.807401, 0.542860], [-0.465601, 0.287717, 2.058270], [2.591826, 0.574808, 5.582292], [1.579673, 0.322232, 0.090987], [3.036352, -0.026983, -1.339316], [-3.086677, 0.455349, -6.358162], [2.304574, -1.334368, 4.307451], [3.600668, -2.338692, -0.473233], [-2.520085, -1.360808, -4.110448], [-3.775540, 2.015247, -5.909842], [-4.754823, -0.701721, -4.905948], [0.084469, 1.884661, 2.580908], [-2.517418, 1.749747, -1.849362], [-3.477530, 1.605520, -2.831788], [0.684745, -0.780666, 4.551319], [-3.998762, 0.959508, -6.046950], [2.953773, -2.181609, 2.110957], [-0.505105, 0.901024, -0.646994], [3.139148, 1.331398, 6.115320], [-1.750231, 1.929150, 0.782230], [2.395025, 0.821795, 2.130615], [1.696681, -3.168795, 3.391800], [-4.738630, 0.860262, -6.837781], [-1.537430, 0.773946, -1.670341]], "atomic_forces_ev_per_a": [[-0.110, 0.002, 0.096], [0.007, -0.108, -0.058], [-0.026, -0.086, 0.025], [-0.011, 0.069, 0.101], [0.064, -0.046, 0.082], [0.174, -0.175, -0.004], [-0.097, 0.175, 0.130], [-0.275, -0.169, -0.169], [-0.480, -0.124, 0.045], [-0.117, 0.013, -0.115], [0.006, 0.112, 0.107], [-0.094, -0.008, -0.170], [0.053, -0.103, 0.010], [0.214, -0.077, -0.026], [0.510, 0.056, -0.491], [-0.007, 0.093, -0.063], [-0.221, 0.141, -0.011], [0.123, 0.102, -0.148], [-0.087, 0.072, -0.017], [-0.644, -0.153, -0.692], [-0.076, 0.014, -0.001], [-0.132, -0.298, -0.081], [-0.193, 0.033, 0.000], [-0.028, 0.076, -0.001], [-0.142, 0.262, 0.435], [0.197, -0.180, 0.054], [0.033, 0.062, -0.010], [-0.106, 0.166, 0.046], [0.462, 0.175, 0.165], [0.022, -0.001, 0.135], [0.093, -0.012, -0.062], [-0.306, 0.025, 0.190], [0.016, -0.023, -0.045], [-0.010, -0.112, -0.059], [0.045, 0.095, -0.027], [-0.075, 0.016, 0.054], [0.081, -0.112, -0.032], [0.258, -0.124, 0.115], [-0.076, -0.072, -0.118], [0.588, 0.032, 0.198], [-0.169, -0.094, 0.073], [0.262, -0.088, 0.276], [0.449, 0.165, 0.544], [0.053, 0.146, 0.106], [0.044, 0.052, -0.078], [-0.044, 0.147, 0.066], [0.218, -0.022, 0.051], [-0.028, 0.024, -0.131], [-0.420, -0.140, -0.492]], "mulliken_charge": [0.841, -1.223, 0.358, 0.383, 0.297, -1.158, 0.498, -0.464, -0.675, 0.286, -0.490, 0.528, 0.492, 0.433, 0.570, -0.939, -0.734, -1.023, 0.369, -0.759, 0.360, -0.488, 0.349, -0.679, 0.835, -0.722, 0.323, -0.522, 0.573, 0.351, 0.333, 0.616, 0.467, 0.375, 0.325, 0.352, 0.321, -0.717, -0.693, -0.136, -1.066, -0.026, 0.450, 0.400, 0.445, -0.646, 0.441, 0.348, 0.442]}



2.
{"formula": "C20H23N3O3S", "method": "ωB97M-V with the def2-TZVPD basis set", "energy_ha": -1564.03652, "lumo_energy_ev": -0.614, "spin_multiplicity": 1, "smiles": "O=C(N[C@@H]1C[C@H]2CCC[C@@H](C1)N2Cc1cccs1)c1ccc([N+](=O)[O-])cc1", "homo_ev": -8.8, "homo_lumo_gap_ev": 8.17, "relative_energy_kcal_mol": 91.4, "symbols": ["H", "H", "H", "H", "H", "C", "C", "H", "H", "C", "O", "C", "H", "C", "H", "H", "C", "H", "C", "C", "C", "H", "C", "C", "C", "H", "C", "N", "H", "H", "O", "H", "C", "C", "C", "H", "N", "H", "H", "C", "N", "H", "C", "C", "H", "S", "C", "H", "O", "H"], "xyz": [[-0.578743, 2.660148, 0.271434], [2.298747, -1.523483, 0.927558], [0.817020, 0.055863, 0.119372], [2.638426, 0.931842, -1.903213], [-2.548131, 1.229050, -3.050447], [-0.235617, 2.441728, -0.740346], [1.526598, 0.095797, 3.803867], [1.807911, 2.261097, -2.697410], [-1.250279, 2.427198, -4.724499], [0.085241, 0.909860, -3.969387], [1.316573, -3.187862, 6.201145], [-1.804009, 1.945932, -2.695132], [2.196681, -3.463166, 2.469139], [2.005407, -2.460737, 2.820089], [1.862989, 2.754500, -0.330902], [-0.523875, -1.815486, -2.140608], [-3.253090, -1.435301, -0.356128], [1.151589, -0.540362, -2.797450], [1.698838, -2.258318, 4.160737], [-2.456937, -2.003250, 1.730510], [1.668865, 1.415494, -2.025193], [-2.327323, 2.876905, -2.472034], [2.051595, -1.376345, 1.967439], [0.649958, 0.419462, -2.625285], [-3.563217, -1.798758, 0.975657], [-0.253038, 3.376059, -1.300217], [1.210453, 1.940168, -0.662936], [-0.399190, 0.183690, -1.645215], [1.243838, -0.860046, 5.711610], [-2.389761, -2.281512, 2.763178], [1.874299, -4.486283, 4.583947], [-0.534294, 0.118587, -4.398863], [-1.204909, -1.005378, -1.857230], [1.847726, 1.110130, 1.558323], [-1.916848, -1.375234, -0.597328], [-3.999235, -1.230059, -1.103424], [1.339367, 0.895440, 0.330625], [0.906900, 1.099549, -4.661945], [1.364954, 1.100020, 4.164155], [-0.758006, 2.168829, -3.784327], [1.626549, -3.392704, 5.046665], [-1.967518, 1.141484, -0.709999], [1.799731, -0.095087, 2.452066], [-1.162606, 1.402351, -1.406524], [-0.115634, 3.007795, -3.513233], [-1.010903, -1.766391, 0.831534], [1.465108, -0.983022, 4.662404], [-1.953654, -0.900478, -2.658557], [2.318302, 2.168442, 1.928455], [-4.566845, -1.898158, 1.347918]], "atomic_forces_ev_per_a": [[0.005, 0.067, -0.017], [0.013, -0.024, -0.106], [0.018, 0.107, 0.149], [0.028, 0.053, -0.032], [-0.085, 0.016, -0.035], [0.120, -0.091, 0.094], [0.049, -0.010, -0.236], [0.045, 0.064, -0.054], [0.066, 0.085, 0.023], [0.053, 0.014, 0.164], [-0.057, 0.010, 0.257], [0.134, -0.081, 0.101], [0.012, -0.021, -0.014], [-0.021, -0.248, 0.309], [-0.118, -0.146, -0.089], [-0.073, 0.076, -0.100], [0.233, 0.001, -0.192], [-0.062, 0.086, 0.044], [0.076, 1.039, -0.875], [0.286, -0.010, -0.038], [-0.028, 0.003, 0.131], [-0.083, -0.004, 0.028], [0.016, 0.257, 0.213], [0.232, -0.091, -0.443], [-0.020, -0.058, 0.252], [-0.006, 0.104, -0.017], [0.126, 0.312, -0.097], [0.030, -0.272, 0.028], [-0.013, 0.011, 0.011], [-0.061, -0.067, 0.236], [0.048, -0.256, -0.061], [-0.005, -0.037, -0.081], [-0.028, -0.016, -0.090], [-0.026, -0.223, -0.135], [0.086, -0.169, 0.218], [-0.096, 0.065, -0.199], [0.023, -0.187, -0.066], [0.029, -0.062, -0.057], [-0.001, 0.079, 0.036], [-0.126, -0.177, -0.037], [-0.030, -0.487, 0.371], [0.135, 0.047, -0.066], [0.143, -0.099, 0.213], [-0.401, 0.292, 0.129], [0.024, 0.089, -0.040], [-0.634, 0.065, -0.351], [-0.020, -0.289, 0.122], [0.071, -0.070, 0.038], [0.050, 0.276, 0.247], [-0.158, -0.023, 0.113]], "mulliken_charge": [0.394, 0.489, -0.188, 0.351, 0.410, -1.743, -0.626, 0.469, 0.498, -1.275, -0.617, -1.368, 0.487, -0.272, 0.677, 0.429, -0.599, 0.800, -0.098, -0.576, -1.626, 0.460, -0.522, 0.095, -0.534, 0.475, -0.053, -0.105, 0.497, 0.500, -0.613, 0.398, -0.823, 0.046, 0.357, 0.449, 0.208, 0.474, 0.494, -0.555, 1.007, 0.829, 0.793, 0.262, 0.241, 0.090, -0.527, 0.327, -0.695, 0.408]}



3.
{"formula": "C20H23N3O3S", "method": "ωB97M-V with the def2-TZVPD basis set", "energy_ha": -1564.12947, "lumo_energy_ev": 0.629, "spin_multiplicity": 1, "smiles": "Cc1ccc(S(=O)(=O)N(C)CC(=O)NCCc2c[nH]c3ccccc23)cc1", "homo_ev": -7.7, "homo_lumo_gap_ev": 8.30, "relative_energy_kcal_mol": 33.1, "symbols": ["H", "C", "H", "H", "C", "H", "H", "H", "N", "C", "H", "C", "H", "C", "C", "H", "S", "H", "H", "C", "C", "H", "H", "C", "H", "H", "H", "C", "C", "C", "C", "H", "H", "O", "H", "H", "N", "C", "C", "C", "H", "C", "C", "C", "H", "C", "O", "H", "N", "O"], "xyz": [[1.015957, 0.320199, 1.740414], [1.933191, 2.084437, 2.470607], [2.053834, -6.441859, -2.637867], [2.602346, 2.807560, 1.998425], [1.718526, -0.099439, -0.619272], [-1.392936, 0.718354, -1.568900], [0.423883, -7.079097, -2.460407], [-0.069409, 1.852685, -1.238079], [-0.553532, 4.750295, 0.030089], [-2.117974, 1.840919, 1.350452], [2.020711, -1.022493, -0.118992], [-1.260162, 2.915932, 1.115341], [-0.239866, -4.715841, -3.207584], [0.630691, 2.766191, 2.907446], [0.706294, -3.612168, 0.358405], [-4.343118, 2.405487, -1.137213], [-0.589624, -1.183253, 0.112624], [-1.923403, 1.139849, 2.147447], [1.581001, -7.224350, -1.128804], [1.234370, -6.580970, -1.932847], [-0.068096, 3.390878, 1.744710], [0.872940, 3.523413, 3.656966], [1.701466, -5.496723, 0.513881], [-0.317716, 0.863798, -1.630087], [-0.024164, 2.023539, 3.365751], [-2.839998, 4.317171, -1.592215], [-0.980607, -2.504065, -2.340130], [0.784021, -5.254376, -1.405470], [2.142683, 1.105835, 0.242357], [0.323810, 4.497733, 1.049901], [-2.641699, 3.634031, -0.778735], [2.239333, -0.025094, -1.580466], [-0.480345, 5.508312, -0.626122], [-1.971089, -1.015359, -0.214917], [1.174339, 5.132632, 1.208224], [0.009378, 0.797408, -2.671174], [1.687153, 1.044936, 1.499175], [-3.214154, 1.681988, 0.533987], [-1.535869, 3.802415, 0.044859], [-0.042019, -2.786387, -0.455731], [-3.880719, 0.849535, 0.695232], [0.027375, -4.403506, -2.208801], [1.118319, -4.845033, -0.119890], [-0.385219, -3.171613, -1.738109], [0.945639, -3.284468, 1.357977], [-3.473050, 2.565889, -0.517514], [2.857497, 1.986106, -0.196830], [2.433085, 1.647175, 3.342329], [0.299869, -0.181741, -0.856124], [-0.192942, -1.046867, 1.495678]], "atomic_forces_ev_per_a": [[0.204, 0.097, -0.116], [0.035, 0.104, 0.184], [0.058, -0.063, -0.049], [-0.042, -0.091, 0.131], [0.355, -0.003, -0.014], [-0.045, 0.221, -0.145], [-0.022, -0.087, -0.034], [-0.013, -0.021, 0.027], [0.042, 0.309, -0.284], [-0.053, 0.085, -0.040], [0.224, 0.040, -0.064], [-0.076, 0.349, -0.325], [-0.049, -0.019, -0.105], [0.305, 0.042, -0.237], [-0.019, 0.123, 0.166], [-0.066, -0.002, -0.058], [0.369, -0.077, -0.512], [0.021, -0.094, 0.098], [0.027, -0.083, 0.016], [0.039, 0.018, -0.037], [0.148, 0.195, 0.084], [-0.053, -0.098, 0.095], [0.049, -0.067, 0.062], [-0.399, 0.218, -0.172], [-0.024, 0.037, 0.132], [-0.051, 0.047, -0.085], [-0.083, 0.030, -0.187], [0.008, 0.041, 0.126], [-0.031, -0.398, -0.265], [0.071, -0.210, 0.313], [-0.019, 0.058, -0.086], [-0.045, 0.004, 0.174], [-0.008, -0.095, 0.080], [-0.008, -0.081, -0.240], [0.162, 0.110, 0.011], [0.001, 0.000, 0.019], [-0.230, 0.010, 0.513], [-0.076, -0.105, 0.109], [-0.256, -0.412, 0.183], [-0.085, 0.413, 0.395], [-0.044, -0.093, 0.006], [-0.027, 0.138, 0.101], [-0.055, -0.006, -0.135], [-0.053, -0.056, -0.150], [0.060, -0.010, 0.122], [-0.058, 0.088, -0.106], [0.191, 0.157, -0.234], [0.036, 0.101, -0.065], [-0.503, -0.558, 0.695], [0.090, -0.306, -0.100]], "mulliken_charge": [0.343, -1.014, 0.296, 0.485, -0.888, 0.316, 0.373, 0.265, 0.035, -0.051, 0.371, 1.565, 0.380, -0.956, -0.182, 0.389, 1.688, 0.333, 0.354, -1.437, 0.488, 0.396, 0.339, -0.987, 0.373, 0.392, 0.459, 1.009, 0.604, -0.760, -0.907, 0.391, 0.170, -0.714, 0.428, 0.377, 0.094, -0.762, -0.762, -0.328, 0.334, -0.865, -0.837, -0.567, 0.507, -0.619, -0.689, 0.387, 0.305, -0.919]}